The following is a quantum chemistry calculation of C24H25Cl3NNdO3 as an isolated structure, from the OMol25 dataset.

Computed properties:
* E_HOMO (spin up / spin down): -7.8 / -7.8 eV
* molar mass: 626.1 g/mol
* multiplicity: 4
* energy above the lowest of the compared OMol25 structures with the same formula, charge and spin: 0.00 kJ/mol
* net charge: 0
* LUMO level (spin up / spin down): -0.010 / -0.008 eV
* frontier orbital gap (spin up / spin down): 7.78 / 7.80 eV
* max |F|: 0.075 Eh/bohr

Cartesian coordinates (Å):
1 C 0.9950 -0.6054 3.1824
2 C 1.0868 0.6227 2.4697
3 C -0.1397 0.8455 1.7865
4 H 1.9206 1.3228 2.5186
5 C -1.0177 -0.2455 2.0900
6 C -0.3199 -1.1381 2.9714
7 H -2.0661 -0.3093 1.8162
8 C 3.6667 -1.3793 -0.1777
9 C 3.5062 -0.1827 0.5706
10 C 2.6498 0.6862 -0.1740
11 H 4.0196 0.0516 1.5029
12 C 2.3933 0.0691 -1.4483
13 C 2.9455 -1.2551 -1.3845
14 H -0.4180 1.7512 1.2502
15 H -0.7436 -1.9998 3.4734
16 H 1.7462 -1.0108 3.8597
17 H 2.8292 -2.0208 -2.1700
18 H 2.3184 1.6656 0.1503
19 H 4.3230 -2.2230 0.0923
20 Nd 0.8697 -1.4157 0.6797
21 C 1.2671 0.4630 -2.4269
22 C 1.2932 -0.2711 -3.7776
23 C 1.1117 1.9517 -2.6055
24 H 2.2471 -0.0933 -4.2930
25 H 0.4809 0.1314 -4.4066
26 H 1.1366 -1.3602 -3.7036
27 H 2.0368 2.3662 -3.0103
28 H 0.8640 2.4482 -1.6657
29 H 0.2943 2.1235 -3.3113
30 C 0.0429 -0.1099 -1.6138
31 C -1.3059 -0.7405 -1.9589
32 H -0.1053 0.5740 -0.7305
33 H 0.5758 -1.1116 -1.4500
34 O -1.3801 -1.9831 -1.7258
35 N -2.3275 0.1748 -2.1827
36 C -3.2100 0.3690 -0.9982
37 H -2.8682 0.0198 -3.0270
38 C -3.0418 1.7011 -0.3365
39 C -3.7036 1.8654 0.8835
40 H -4.2963 1.0262 1.2571
41 C -3.6118 3.0575 1.5967
42 H -4.1178 3.1460 2.5627
43 C -2.8776 4.1253 1.0564
44 H -2.8135 5.0696 1.6095
45 C -2.2420 3.9861 -0.1885
46 H -1.6784 4.8316 -0.6094
47 C -2.3398 2.7708 -0.9004
48 H -1.8957 2.6743 -1.8935
49 H -3.0052 -0.4249 -0.2502
50 H -4.2691 0.2464 -1.2824
51 Cl 0.0826 -6.2518 2.1589
52 C 1.3124 -5.1171 2.6959
53 Cl 0.9115 -4.3681 4.2725
54 Cl 2.9455 -5.8804 2.7558
55 C 1.3356 -3.9003 1.7004
56 O 0.2773 -3.6704 1.0185
57 O 2.3094 -3.0679 1.7209

Computed Löwdin charges, given in elementary charges: number 1, C, carries -0.20; number 2, C, carries -0.20; number 3, C, carries -0.21; number 4, H, carries 0.11; number 5, C, carries -0.22; number 6, C, carries -0.23; number 7, H, carries 0.08; number 8, C, carries -0.20; number 9, C, carries -0.19; number 10, C, carries -0.16; number 11, H, carries 0.10; number 12, C, carries -0.26; number 13, C, carries -0.16; number 14, H, carries 0.10; number 15, H, carries 0.09; number 16, H, carries 0.11; number 17, H, carries 0.11; number 18, H, carries 0.10; number 19, H, carries 0.11; number 20, Nd, carries 1.94; number 21, C, carries -0.49; number 22, C, carries -0.03; number 23, C, carries -0.04; number 24, H, carries 0.10; number 25, H, carries 0.09; number 26, H, carries 0.09; number 27, H, carries 0.10; number 28, H, carries 0.08; number 29, H, carries 0.08; number 30, C, carries -0.15; number 31, C, carries -0.39; number 32, H, carries 0.11; number 33, H, carries 0.05; number 34, O, carries 0.06; number 35, N, carries 0.04; number 36, C, carries -0.13; number 37, H, carries 0.14; number 38, C, carries -0.24; number 39, C, carries -0.07; number 40, H, carries 0.12; number 41, C, carries -0.08; number 42, H, carries 0.11; number 43, C, carries -0.09; number 44, H, carries 0.10; number 45, C, carries -0.08; number 46, H, carries 0.11; number 47, C, carries -0.04; number 48, H, carries 0.10; number 49, H, carries 0.12; number 50, H, carries 0.14; number 51, Cl, carries 0.65; number 52, C, carries -1.47; number 53, Cl, carries 0.63; number 54, Cl, carries 0.59; number 55, C, carries -0.78; number 56, O, carries -0.19; number 57, O, carries -0.16


The following is a quantum chemistry calculation of C24H25MnN12P as an isolated structure, from the OMol25 dataset.

Computed properties:
* E_HOMO (spin up / spin down): -12.6 / -13.8 eV
* molar mass: 567.5 g/mol
* multiplicity: 4
* energy above the lowest of the compared OMol25 structures with the same formula, charge and spin: 177.58 kJ/mol
* net charge: +2
* LUMO level (spin up / spin down): -5.324 / -6.106 eV
* frontier orbital gap (spin up / spin down): 7.25 / 7.70 eV
* max |F|: 0.026 Eh/bohr

Cartesian coordinates (Å):
1 Mn 0.2274 0.3295 0.1773
2 C -4.1727 1.2494 -3.1249
3 N -3.0693 1.5668 -2.2183
4 C -2.7668 2.8117 -1.7454
5 C -1.6795 2.6653 -0.9362
6 N -1.3119 1.3453 -0.9081
7 C -2.1738 0.7064 -1.6901
8 P -2.1683 -1.0887 -1.9563
9 C -0.3894 -1.2366 -2.2768
10 N 0.5415 -0.7118 -1.4868
11 C 1.7570 -1.0620 -2.0156
12 C 1.5451 -1.8037 -3.1379
13 N 0.1889 -1.9095 -3.2887
14 C -0.4903 -2.6350 -4.3622
15 C -2.0539 -1.5303 -0.1882
16 N -1.2012 -0.9930 0.6877
17 C -1.4872 -1.5644 1.8972
18 C -2.5197 -2.4397 1.7513
19 N -2.8697 -2.4062 0.4314
20 C -3.9512 -3.1832 -0.1752
21 H -4.6124 2.1825 -3.4633
22 H -4.9313 0.6654 -2.6086
23 H -3.8046 0.7008 -3.9882
24 H -3.3360 3.6818 -2.0230
25 H -1.1642 3.4270 -0.3784
26 H 2.6819 -0.7660 -1.5557
27 H 2.2313 -2.2622 -3.8281
28 H 0.2664 -3.0591 -5.0149
29 H -1.1157 -1.9577 -4.9388
30 H -1.0936 -3.4406 -3.9504
31 H -0.9235 -1.3551 2.7833
32 H -3.0139 -3.0825 2.4587
33 H -4.2957 -3.9102 0.5538
34 H -3.5861 -3.7106 -1.0526
35 H -4.7784 -2.5322 -0.4490
36 N 0.2681 2.1256 4.1560
37 C -0.1907 1.1059 3.4353
38 N 0.0996 1.3004 2.1582
39 C 0.7700 2.4954 2.1900
40 N 0.8873 3.0257 3.3782
41 C 1.3466 3.0432 0.9719
42 C 1.9978 4.2691 0.8728
43 N 2.5211 4.6745 -0.2735
44 C 2.4009 3.8620 -1.3208
45 C 1.7389 2.6473 -1.2343
46 N 1.2104 2.2452 -0.0790
47 H 0.2002 2.2739 5.1520
48 H -0.7165 0.2836 3.8851
49 H 2.0860 4.9184 1.7350
50 H 2.8392 4.1875 -2.2556
51 H 1.6285 1.9940 -2.0904
52 N 1.7640 -0.3037 0.7256
53 C 2.5261 -0.8594 1.6516
54 C 2.0637 -1.8989 2.5147
55 C 2.8928 -2.4431 3.4659
56 C 4.2080 -1.9887 3.5986
57 C 4.6926 -0.9857 2.7583
58 C 3.8792 -0.4309 1.7983
59 H 1.0583 -2.2703 2.3730
60 H 2.5363 -3.2390 4.1064
61 H 4.8560 -2.4249 4.3462
62 H 5.7141 -0.6458 2.8629
63 H 4.2422 0.3471 1.1386

Computed Löwdin charges, given in elementary charges: number 1, Mn, carries 0.66; number 2, C, carries 0.00; number 3, N, carries -0.11; number 4, C, carries -0.01; number 5, C, carries -0.08; number 6, N, carries 0.00; number 7, C, carries -0.44; number 8, P, carries 1.21; number 9, C, carries -0.43; number 10, N, carries -0.03; number 11, C, carries -0.08; number 12, C, carries -0.01; number 13, N, carries -0.10; number 14, C, carries 0.01; number 15, C, carries -0.41; number 16, N, carries 0.00; number 17, C, carries -0.10; number 18, C, carries -0.01; number 19, N, carries -0.10; number 20, C, carries 0.00; number 21, H, carries 0.10; number 22, H, carries 0.10; number 23, H, carries 0.09; number 24, H, carries 0.14; number 25, H, carries 0.11; number 26, H, carries 0.11; number 27, H, carries 0.14; number 28, H, carries 0.10; number 29, H, carries 0.10; number 30, H, carries 0.10; number 31, H, carries 0.08; number 32, H, carries 0.14; number 33, H, carries 0.10; number 34, H, carries 0.09; number 35, H, carries 0.10; number 36, N, carries 0.07; number 37, C, carries -0.10; number 38, N, carries 0.11; number 39, C, carries -0.29; number 40, N, carries 0.17; number 41, C, carries -0.19; number 42, C, carries -0.03; number 43, N, carries 0.13; number 44, C, carries -0.07; number 45, C, carries -0.07; number 46, N, carries 0.04; number 47, H, carries 0.18; number 48, H, carries 0.13; number 49, H, carries 0.13; number 50, H, carries 0.12; number 51, H, carries 0.12; number 52, N, carries 0.02; number 53, C, carries -0.36; number 54, C, carries -0.02; number 55, C, carries -0.07; number 56, C, carries -0.05; number 57, C, carries -0.06; number 58, C, carries -0.01; number 59, H, carries 0.09; number 60, H, carries 0.11; number 61, H, carries 0.12; number 62, H, carries 0.12; number 63, H, carries 0.11


The following is a quantum chemistry calculation of C24H25MoN5O2 as an isolated structure, from the OMol25 dataset.

Computed properties:
* E_HOMO (spin up / spin down): -13.7 / -13.7 eV
* molar mass: 511.4 g/mol
* multiplicity: 1
* net charge: +2
* LUMO level (spin up / spin down): -8.292 / -8.293 eV
* frontier orbital gap (spin up / spin down): 5.36 / 5.36 eV
* max |F|: 0.034 Eh/bohr

Cartesian coordinates (Å):
1 Mo -0.6962 0.5269 0.0498
2 C -0.6996 0.3461 4.3464
3 C -1.0401 0.3482 2.9985
4 N -0.1145 0.4313 2.0513
5 C 1.1987 0.5290 2.3657
6 C 1.6218 0.5082 3.7018
7 C 0.6280 0.4169 4.6934
8 C 3.0079 0.5955 3.9623
9 C 3.8571 0.6983 2.9055
10 C 3.4028 0.7279 1.5621
11 C 2.0637 0.6527 1.2631
12 N 1.3764 0.6807 0.0233
13 C 2.0178 0.7985 -1.2267
14 C 3.3399 1.0088 -1.5434
15 C 3.7789 1.0538 -2.8890
16 C 2.9227 0.9063 -3.9347
17 C 1.5493 0.7281 -3.6559
18 C 0.5620 0.5996 -4.6470
19 C -0.7556 0.4259 -4.2938
20 C -1.0877 0.3779 -2.9489
21 N -0.1760 0.5273 -1.9865
22 C 1.1351 0.6893 -2.3155
23 H -1.4793 0.2888 5.0919
24 H -2.0743 0.2741 2.6869
25 H 0.9197 0.4033 5.7367
26 H 3.3714 0.5766 4.9809
27 H 4.9229 0.7659 3.0791
28 H 4.1642 0.8067 0.8150
29 H 4.0916 1.1705 -0.8001
30 H 4.8327 1.2135 -3.0742
31 H 3.2667 0.9334 -4.9599
32 H 0.8519 0.6285 -5.6906
33 H -1.5345 0.3214 -5.0353
34 H -2.1067 0.1942 -2.6493
35 N -3.0217 0.9782 -0.3957
36 C -3.2952 2.4351 -0.4220
37 C -2.1494 3.1853 0.2202
38 O -2.1173 4.3412 0.4398
39 O -1.1167 2.3203 0.4745
40 H -3.4649 0.5286 -1.1916
41 H -3.4821 0.5652 0.4140
42 H -4.2216 2.6930 0.0854
43 H -3.3709 2.7769 -1.4533
44 C -1.4632 -2.9997 1.5422
45 C -1.4124 -2.5556 0.0745
46 C -2.7687 -2.7287 -0.6059
47 C -0.3110 -3.3103 -0.6815
48 N -1.0456 -1.1567 0.0692
49 H -1.6452 -4.0734 1.5719
50 H -2.2703 -2.4969 2.0776
51 H -0.5168 -2.7976 2.0454
52 H -2.9951 -3.7911 -0.6883
53 H -2.7545 -2.3090 -1.6140
54 H -3.5640 -2.2530 -0.0284
55 H -0.4842 -4.3823 -0.5916
56 H 0.6691 -3.0780 -0.2650
57 H -0.3171 -3.0459 -1.7402

Computed Löwdin charges, given in elementary charges: number 1, Mo, carries 1.86; number 2, C, carries 0.00; number 3, C, carries -0.09; number 4, N, carries -0.06; number 5, C, carries -0.15; number 6, C, carries -0.13; number 7, C, carries 0.06; number 8, C, carries 0.00; number 9, C, carries -0.02; number 10, C, carries 0.03; number 11, C, carries -0.17; number 12, N, carries -0.05; number 13, C, carries -0.18; number 14, C, carries 0.04; number 15, C, carries -0.02; number 16, C, carries 0.00; number 17, C, carries -0.13; number 18, C, carries 0.06; number 19, C, carries 0.00; number 20, C, carries -0.09; number 21, N, carries -0.04; number 22, C, carries -0.15; number 23, H, carries 0.13; number 24, H, carries 0.12; number 25, H, carries 0.14; number 26, H, carries 0.13; number 27, H, carries 0.13; number 28, H, carries 0.09; number 29, H, carries 0.09; number 30, H, carries 0.13; number 31, H, carries 0.13; number 32, H, carries 0.14; number 33, H, carries 0.13; number 34, H, carries 0.10; number 35, N, carries -0.02; number 36, C, carries -0.09; number 37, C, carries -0.53; number 38, O, carries 0.20; number 39, O, carries -0.25; number 40, H, carries 0.09; number 41, H, carries 0.11; number 42, H, carries 0.15; number 43, H, carries 0.15; number 44, C, carries -0.02; number 45, C, carries -0.67; number 46, C, carries -0.03; number 47, C, carries -0.02; number 48, N, carries -0.12; number 49, H, carries 0.11; number 50, H, carries 0.08; number 51, H, carries 0.09; number 52, H, carries 0.11; number 53, H, carries 0.08; number 54, H, carries 0.08; number 55, H, carries 0.10; number 56, H, carries 0.09; number 57, H, carries 0.09


The following is a quantum chemistry calculation of one molecule with the formula C24H25N3O4, from the OMol25 dataset.

Computed properties:
* E_HOMO: -8.1 eV
* molar mass: 419.5 g/mol
* multiplicity: 1
* SMILES: Cc1c(C(=O)C(=O)N2CCN(Cc3ccc4c(c3)OCO4)CC2)c2ccccc2n1C
* energy above the lowest of the compared OMol25 structures with the same formula, charge and spin: 257.75 kJ/mol
* net charge: 0
* LUMO level: 0.681 eV
* frontier orbital gap: 8.78 eV
* max |F|: 0.025 Eh/bohr

Cartesian coordinates (Å):
1 C -4.0226 -0.4891 3.1302
2 C -4.0951 -0.5833 1.6532
3 C -3.2644 0.0049 0.7033
4 C -3.7818 -0.3766 -0.5841
5 C -3.3942 -0.1436 -1.9008
6 C -4.1456 -0.6913 -2.9191
7 C -5.2704 -1.4713 -2.6552
8 C -5.6707 -1.7284 -1.3603
9 C -4.9169 -1.1811 -0.3318
10 N -5.0747 -1.2859 1.0331
11 C -6.1317 -1.9900 1.7028
12 H -6.9037 -1.2979 2.0512
13 H -5.7365 -2.5337 2.5615
14 H -6.5847 -2.7017 1.0165
15 H -6.5439 -2.3332 -1.1662
16 H -5.8375 -1.8802 -3.4779
17 H -3.8610 -0.5125 -3.9452
18 H -2.5319 0.4614 -2.1262
19 C -2.1384 0.8545 0.9940
20 O -1.6441 1.0095 2.1030
21 C -1.6156 1.6952 -0.1700
22 O -2.2394 2.6738 -0.5410
23 N -0.4444 1.3072 -0.7125
24 C 0.3848 0.2378 -0.2144
25 H -0.1741 -0.3757 0.4917
26 C 1.6240 0.8298 0.4571
27 N 2.3422 1.6523 -0.5016
28 C 1.4985 2.7423 -0.9582
29 C 0.2553 2.1704 -1.6389
30 H -0.4260 2.9695 -1.9358
31 H 0.5506 1.5845 -2.5150
32 H 2.0603 3.3462 -1.6746
33 H 1.1822 3.3923 -0.1230
34 C 3.6096 2.1194 0.0339
35 C 4.5672 0.9746 0.2317
36 C 5.2868 0.8373 1.4069
37 C 6.1907 -0.2061 1.6015
38 C 6.3353 -1.1053 0.5753
39 C 5.6083 -0.9782 -0.6103
40 C 4.7243 0.0507 -0.8074
41 H 4.1585 0.1492 -1.7175
42 O 5.9402 -2.0045 -1.4572
43 C 6.9049 -2.7741 -0.7736
44 O 7.1403 -2.2129 0.4993
45 H 7.8442 -2.7858 -1.3505
46 H 6.5392 -3.8073 -0.6589
47 H 6.7502 -0.3071 2.5160
48 H 5.1499 1.5579 2.1990
49 H 4.0381 2.8143 -0.6963
50 H 3.4779 2.6670 0.9835
51 H 2.2843 0.0267 0.7900
52 H 1.3050 1.4134 1.3388
53 H 0.6949 -0.3824 -1.0629
54 H -4.9735 -0.1522 3.5427
55 H -3.2383 0.2104 3.4041
56 H -3.7868 -1.4610 3.5662

Computed Löwdin charges, given in elementary charges: number 1, C, carries 0.01; number 2, C, carries -0.18; number 3, C, carries -0.04; number 4, C, carries -0.09; number 5, C, carries -0.01; number 6, C, carries -0.09; number 7, C, carries -0.10; number 8, C, carries -0.02; number 9, C, carries -0.16; number 10, N, carries -0.05; number 11, C, carries -0.01; number 12, H, carries 0.10; number 13, H, carries 0.09; number 14, H, carries 0.09; number 15, H, carries 0.10; number 16, H, carries 0.10; number 17, H, carries 0.10; number 18, H, carries 0.10; number 19, C, carries -0.28; number 20, O, carries 0.08; number 21, C, carries -0.41; number 22, O, carries 0.09; number 23, N, carries -0.05; number 24, C, carries -0.11; number 25, H, carries 0.13; number 26, C, carries -0.15; number 27, N, carries -0.17; number 28, C, carries -0.16; number 29, C, carries -0.11; number 30, H, carries 0.12; number 31, H, carries 0.13; number 32, H, carries 0.12; number 33, H, carries 0.14; number 34, C, carries -0.16; number 35, C, carries -0.23; number 36, C, carries -0.04; number 37, C, carries 0.01; number 38, C, carries -0.21; number 39, C, carries -0.19; number 40, C, carries 0.05; number 41, H, carries 0.13; number 42, O, carries 0.03; number 43, C, carries -0.16; number 44, O, carries 0.03; number 45, H, carries 0.14; number 46, H, carries 0.14; number 47, H, carries 0.12; number 48, H, carries 0.11; number 49, H, carries 0.13; number 50, H, carries 0.13; number 51, H, carries 0.13; number 52, H, carries 0.14; number 53, H, carries 0.13; number 54, H, carries 0.09; number 55, H, carries 0.07; number 56, H, carries 0.09


Number 1: energy -85770.757 eV. Number 2: energy -83771.178 eV. Number 3: energy -38682.685 eV. Number 4: energy -37954.204 eV.